# 1
Density functional theory data (ωB97M-V/def2-TZVPD) for a 4-piece molecular cluster, CH8O4 overall at a distorted geometry.

Geometry (Å):
O 0.294 -1.915 -1.356
C -0.074 -0.822 -1.652
H 0.283 -0.302 -2.539
H -0.823 -0.270 -1.072
H -0.662 1.260 2.252
H -0.103 -0.063 1.734
O 0.069 0.901 1.737
H 0.048 -2.052 0.549
H 0.615 -2.096 1.982
O -0.162 -1.839 1.493
H 0.733 2.442 -0.488
H -0.481 2.080 -1.327
O 0.263 2.677 -1.314

Properties
Structure (SMILES) = C=O.O.O.O
M = 84.07 g/mol
HOMO = -0.404 hartree
ΔE to the lowest compared entry with this formula, charge and spin = 3.5 kcal/mol
DFT total energy = -343.8314 Eh

***

# 2
Density functional theory data (ωB97M-V/def2-TZVPD) for one molecule with the formula C8H15N at a distorted geometry.

Geometry (Å):
C -0.411 0.395 -2.644
C -1.213 -1.016 2.067
C -0.028 1.716 0.819
C 1.935 0.763 -0.437
C -0.437 0.125 -1.169
C -0.472 -1.013 0.758
C 0.457 0.684 -0.174
N 0.717 -1.804 0.839
C -1.202 -0.763 -0.469
H 0.522 -2.721 1.232
H 1.168 -1.910 -0.061
H -2.212 -1.113 -0.680
H -1.324 0.029 -3.116
H -0.309 1.461 -2.862
H 0.427 -0.118 -3.128
H -1.184 -1.992 2.563
H -2.253 -0.717 1.934
H -0.749 -0.300 2.753
H 0.221 2.725 0.462
H -1.105 1.661 0.969
H 2.314 1.790 -0.449
H 2.220 0.277 -1.372
H 2.456 0.240 0.376
H 0.464 1.603 1.791

Properties
Structure (SMILES) = CC(C)=C(C)/C=C(/C)N
M = 125.21 g/mol
HOMO = -0.265 hartree
ΔE to the lowest compared entry with this formula, charge and spin = 59.9 kcal/mol
DFT total energy = -368.4773 Eh

***

# 3
Density functional theory data (ωB97M-V/def2-TZVPD) for one molecule with the formula C6H12N2O at a distorted geometry.

Geometry (Å):
C 0.668 0.190 -1.547
C 0.903 1.496 -0.905
C 0.036 1.283 0.301
C -0.594 0.091 1.070
C -0.364 -1.410 1.235
C -1.642 -2.255 0.607
H 1.238 0.108 -2.586
H -0.295 0.265 -1.846
H 0.887 -0.814 -0.938
H 0.475 2.402 -1.615
H 2.011 0.424 0.324
H 2.780 1.474 -0.735
H 0.016 2.082 0.990
H -1.713 0.454 -0.510
H -0.698 0.664 2.098
H 0.613 -2.052 1.535
H -2.064 -1.726 -0.191
H -1.308 -3.377 0.565
N 2.102 1.543 -0.027
N -1.403 1.033 0.245
O -1.649 -1.874 1.932

Properties
Structure (SMILES) = C[C@H](N)[C@H]1N[C@H]1[C@@H]1CO1
M = 128.17 g/mol
HOMO = -0.330 hartree
ΔE to the lowest compared entry with this formula, charge and spin = 185.5 kcal/mol
DFT total energy = -420.2883 Eh

***

# 4
Density functional theory data (ωB97M-V/def2-TZVPD) for C19H25BeN3P as an isolated structure at a distorted geometry.

Geometry (Å):
C 2.660 -0.440 -0.675
Be 1.419 1.316 -2.365
N -0.544 0.662 -3.153
N 2.600 2.528 -1.802
H -1.270 1.086 -2.566
H 1.027 2.138 -3.418
H 2.442 -1.509 -0.697
H 3.077 -0.234 0.316
H 3.425 -0.261 -1.436
H 2.181 2.828 -0.904
H 2.747 3.364 -2.377
H 3.521 2.113 -1.603
H -0.705 0.898 -4.136
H -0.547 -0.356 -3.046
N 1.473 0.386 -0.988
P 0.209 -0.010 -0.026
C 0.686 0.109 1.700
C -0.291 -0.375 2.593
C -0.043 -0.380 3.964
C 1.187 0.082 4.445
C 2.153 0.588 3.565
C 1.880 0.660 2.195
C -1.278 0.986 -0.122
C -2.536 0.356 -0.053
C -3.699 1.118 0.022
C -3.617 2.511 0.062
C -2.370 3.144 0.043
C -1.200 2.392 -0.039
C -0.257 -1.730 -0.310
C -1.079 -2.099 -1.396
C -1.208 -3.440 -1.762
C -0.601 -4.437 -0.989
C 0.151 -4.088 0.140
C 0.333 -2.743 0.471
H -1.246 -0.751 2.213
H -0.816 -0.755 4.643
H 1.394 0.057 5.513
H 3.124 0.936 3.930
H 2.604 1.131 1.522
H -2.611 -0.734 -0.043
H -4.663 0.610 0.065
H -4.527 3.106 0.115
H -2.298 4.229 0.110
H -0.217 2.877 -0.012
H -1.665 -1.345 -1.932
H -1.808 -3.702 -2.638
H -0.717 -5.485 -1.264
H 0.599 -4.858 0.771
H 0.920 -2.479 1.354

Properties
M = 335.42 g/mol
HOMO (alpha / beta) = -0.011 / -0.019 hartree
ΔE to the lowest compared entry with this formula, charge and spin = 0.0 kcal/mol
Total charge = -1
DFT total energy = -1259.2975 Eh

***

# 5
Density functional theory data (ωB97M-V/def2-TZVPD) for one molecule with the formula C4H3NO3 at a distorted geometry.

Geometry (Å):
C 0.686 1.107 0.653
C -0.055 -0.100 0.144
C -0.810 -1.017 0.760
C -1.307 -1.795 -0.353
H 1.091 1.432 -1.143
H -0.951 -1.174 1.799
H -1.980 -2.656 -0.318
N -0.784 -1.400 -1.482
O 1.310 1.820 -0.289
O 0.758 1.373 1.826
O -0.037 -0.316 -1.185

Properties
Structure (SMILES) = O=C(O)c1ccno1
M = 113.07 g/mol
HOMO = -0.397 hartree
ΔE to the lowest compared entry with this formula, charge and spin = 40.8 kcal/mol
DFT total energy = -434.6623 Eh

***

# 6
Density functional theory data (ωB97M-V/def2-TZVPD) for C24H36NO2P2V as an isolated structure at a distorted geometry.

Geometry (Å):
C 2.801 -1.024 -3.135
C 1.992 -0.997 -1.976
N 0.920 -0.133 -1.933
C 0.715 0.772 -2.899
C 1.521 0.788 -4.037
C 2.567 -0.126 -4.164
C 2.322 -1.715 -0.780
P 1.063 -1.859 0.493
V -0.395 -0.228 -0.252
P -1.039 1.875 -0.997
C -0.447 1.736 -2.740
C -1.220 -0.247 1.766
C -2.182 -1.218 2.059
C -3.017 -1.043 3.165
C -2.836 0.058 4.015
C -1.820 0.987 3.752
C -1.009 0.847 2.610
O 4.179 0.145 0.123
O 2.563 2.169 -0.174
H 3.604 -1.758 -3.163
H 1.294 1.538 -4.790
H 3.195 -0.124 -5.054
C 0.301 -3.525 0.463
C 2.048 -1.905 2.015
H -0.134 2.746 -3.039
H -1.286 1.435 -3.389
H 3.725 -0.642 -0.326
H 3.076 -2.504 -0.878
C -2.796 2.268 -1.085
C -0.259 3.421 -0.469
H -2.280 -2.098 1.423
H -3.808 -1.774 3.354
H -3.483 0.181 4.885
H -1.650 1.827 4.436
H -0.205 1.554 2.375
H 1.144 0.491 0.522
H 2.873 2.865 0.427
H 3.237 1.405 -0.091
H 5.078 0.184 -0.238
H 0.567 1.107 0.368
H 1.077 -4.294 0.577
H -0.406 -3.591 1.301
H -0.255 -3.689 -0.469
H 2.572 -2.868 2.079
H 2.775 -1.084 1.994
H 1.376 -1.790 2.873
H -0.558 4.220 -1.157
H -0.604 3.645 0.546
H 0.832 3.270 -0.466
H -2.954 3.196 -1.652
H -3.354 1.448 -1.552
H -3.154 2.397 -0.054
C -1.872 -1.045 -1.571
C -3.127 -1.750 -1.160
C -3.324 -3.092 -1.529
C -4.526 -3.745 -1.256
C -5.564 -3.056 -0.610
C -5.369 -1.725 -0.211
C -4.161 -1.082 -0.479
H -1.042 -1.733 -1.810
H -2.058 -0.358 -2.411
H -2.516 -3.604 -2.047
H -4.666 -4.783 -1.572
H -6.520 -3.548 -0.423
H -6.165 -1.176 0.304
H -3.996 -0.061 -0.141

Properties
M = 483.45 g/mol
HOMO (alpha / beta) = -0.369 / -0.369 hartree
Expectation value of S² = 0.82
Spin multiplicity = 2
Total charge = +1
DFT total energy = -2767.7379 Eh

***

# 7
Density functional theory data (ωB97M-V/def2-TZVPD) for a 2-piece molecular cluster, C5H7N overall at a distorted geometry.

Geometry (Å):
N -2.017 0.899 1.920
C -1.596 0.314 1.014
C -1.223 -0.483 -0.168
C 0.219 -0.922 -0.248
C 0.919 1.477 0.985
C 0.937 -0.871 -1.367
H -1.490 0.091 -1.062
H -1.871 -1.369 -0.153
H 0.636 -1.370 0.651
H 1.726 1.460 1.751
H 1.107 2.438 0.455
H 0.545 -0.426 -2.280
H 1.949 -1.264 -1.411

Properties
M = 81.12 g/mol
HOMO (alpha / beta) = -0.338 / -0.333 hartree
ΔE to the lowest compared entry with this formula, charge and spin = 135.1 kcal/mol
DFT total energy = -249.2579 Eh

***

# 8
Density functional theory data (ωB97M-V/def2-TZVPD) for C35H32ClN3O4RhS as an isolated structure.

Geometry (Å):
Rh 0.286 1.845 -0.832
C 1.980 4.640 2.203
C 1.276 4.250 0.939
O 1.249 3.057 0.607
N 0.694 5.224 0.227
C 0.015 5.007 -1.042
C -1.359 4.398 -0.887
C -2.501 5.176 -0.832
C -3.734 4.557 -0.689
C -3.791 3.176 -0.619
C -2.613 2.457 -0.698
N -1.425 3.061 -0.815
H 2.954 4.154 2.221
H 1.405 4.264 3.049
H 2.105 5.716 2.305
H 0.769 6.165 0.574
H 0.636 4.368 -1.675
H -0.067 5.972 -1.538
H -2.424 6.251 -0.914
H -4.638 5.149 -0.645
H -4.731 2.654 -0.518
H -2.590 1.375 -0.683
N 1.429 0.587 -0.316
C 2.239 -0.097 0.348
C 1.824 -0.625 1.674
C 0.979 0.120 2.489
C 0.593 -0.385 3.722
C 1.051 -1.627 4.137
C 1.888 -2.371 3.317
C 2.275 -1.876 2.083
C 3.593 -0.340 -0.216
C 3.766 -0.490 -1.589
C 5.045 -0.686 -2.089
C 6.136 -0.721 -1.232
C 5.957 -0.561 0.137
C 4.685 -0.374 0.651
H 0.641 1.095 2.161
H -0.061 0.193 4.361
H 0.750 -2.019 5.099
H 2.235 -3.345 3.636
H 2.915 -2.458 1.433
H 2.905 -0.469 -2.244
H 5.186 -0.817 -3.153
H 7.130 -0.876 -1.629
H 6.807 -0.588 0.804
H 4.539 -0.252 1.716
C -2.604 -2.968 -0.797
S -1.588 -1.753 0.056
O -0.196 -1.952 -0.435
C -1.694 -2.516 1.674
C -2.520 -1.954 2.635
C -2.631 -2.565 3.878
C -1.912 -3.721 4.146
C -1.073 -4.264 3.181
C -0.956 -3.659 1.940
H -2.129 -3.942 -0.681
H -2.640 -2.684 -1.846
H -3.604 -2.972 -0.365
H -3.074 -1.049 2.413
H -3.279 -2.140 4.633
H -2.003 -4.200 5.112
H -0.508 -5.162 3.398
H -0.291 -4.053 1.180
Cl -4.137 -3.851 -5.477
C -3.009 -2.758 -4.745
C -3.464 -1.549 -4.241
C -2.560 -0.688 -3.639
C -1.213 -1.023 -3.558
C -0.772 -2.229 -4.089
C -1.668 -3.107 -4.676
C -0.214 -0.126 -2.891
O 0.974 -0.209 -3.124
O -0.770 0.732 -2.068
H -4.512 -1.295 -4.319
H -2.901 0.254 -3.231
H 0.280 -2.474 -4.022
H -1.337 -4.054 -5.079

Properties
M = 729.08 g/mol
HOMO (alpha / beta) = -0.398 / -0.398 hartree
ΔE to the lowest compared entry with this formula, charge and spin = 0.0 kcal/mol
Total charge = +1
DFT total energy = -2786.8895 Eh